Entry from the OMol25 dataset: C5H8O2 in the gas phase (ωB97M-V with the def2-TZVPD basis set).

Output
SMILES string: O=CC1(O)CCC1
HOMO-LUMO gap (eV): 10.50
Total energy (eV): -9406.9456
HOMO energy (eV): -9.789

```
! wB97M-V def2-TZVPD RIJCOSX def2/J DEFGRID3
* xyz 0 1
C 0.602 0.127 0.457
C 1.151 1.354 -0.221
H 1.259 -1.239 -1.165
O 0.967 0.075 1.805
H -1.640 -1.483 -0.906
H -0.021 0.269 1.788
H -1.645 -0.255 1.208
C -0.899 -0.696 -0.811
O 1.333 1.430 -1.411
H 0.509 -2.019 0.265
H 1.335 2.207 0.468
H -1.540 1.225 0.238
C -1.074 0.240 0.384
C 0.510 -1.133 -0.379
H -0.848 -0.101 -1.720
*
```